2 unconnected molecules or ions with the total composition C2H4P2. Source: OMol25; level of theory: the ωB97M-V functional and the def2-TZVPD basis.

Last column: Mulliken charge in e.
Cartesian coordinates (Å):
C -0.616768 0.870239 -1.301879  -0.49
C 0.308444 -1.178969 1.934482  -0.15
P 0.630790 1.007398 -0.202969  -0.06
P -1.101372 -1.773425 1.692157  -0.30
H -0.569615 0.345761 -2.240224  0.25
H -1.533412 1.412013 -1.100787  0.27
H 1.568679 0.200610 -0.876862  0.02
H 1.313254 -0.883626 2.096082  0.45

Forces on atoms 1 to 2 (eV/Å):
C 0.61 0.51 0.48
C -1.71 -1.16 -0.17

Output
LUMO level in eV: -0.17
Structure (SMILES): C#P.C=P
Energy relative to the best compared isomer or geometry (same formula, charge and spin) in eV: 2.073
Highest occupied orbital energy in Ha: -0.3358
E in Eh: -761.17870
HOMO-LUMO gap in eV: 8.97